No. 1
A 8-piece molecular cluster, C23H48N2O20 overall. Source: the Open Molecules 2025 dataset; level of theory: ωB97M-V/def2-TZVPD.

Positions of all 93 atoms, in Å:
1 C -3.0586 4.4770 -0.2713
2 O -1.9648 4.4663 0.6907
3 C -0.7702 3.9805 0.2611
4 O -0.6027 3.3895 -0.8379
5 O 0.0994 4.1675 1.2314
6 C 1.4878 3.8006 1.1530
7 H -3.7408 5.2366 0.1103
8 H -3.7256 3.6152 -0.2933
9 H -2.8262 4.8915 -1.2522
10 H 1.8483 2.9490 1.7299
11 H 2.1099 4.4999 1.7117
12 H 1.9245 3.7904 0.1544
13 C -4.7518 -5.4283 1.7564
14 O -3.9034 -4.8524 0.7927
15 C -2.6639 -4.3727 1.1145
16 O -2.1664 -4.2505 2.2723
17 O -2.0841 -3.9403 -0.0058
18 C -0.6933 -3.5659 -0.0300
19 H -4.9270 -6.4972 1.6348
20 H -5.7505 -4.9945 1.8059
21 H -4.3196 -5.3781 2.7558
22 H 0.0086 -4.3993 -0.0026
23 H -0.5673 -2.9633 0.8696
24 H -0.4222 -2.9007 -0.8498
25 C -0.0453 3.2467 5.0973
26 O -1.4306 3.3333 4.7898
27 C -2.0111 2.4081 3.9481
28 O -1.4219 1.4833 3.2977
29 O -3.3257 2.7179 3.8742
30 C -4.1144 2.1310 2.8854
31 H 0.3086 4.2699 4.9705
32 H 0.5760 2.6887 4.3969
33 H 0.2686 2.8312 6.0548
34 H -4.0752 1.1015 3.2415
35 H -3.7635 2.1392 1.8535
36 H -5.1382 2.4939 2.7951
37 C -0.3448 -2.0126 -5.2133
38 O -0.2663 -3.2887 -4.6572
39 C -1.3493 -3.8443 -4.2140
40 O -2.5065 -3.3556 -4.2672
41 O -1.0467 -5.1358 -3.8019
42 C -2.0693 -5.9504 -3.3982
43 H -1.0280 -2.1055 -6.0575
44 H 0.6217 -1.6254 -5.5359
45 H -0.7010 -1.3112 -4.4588
46 H -2.6316 -6.3251 -4.2535
47 H -2.7824 -5.4630 -2.7335
48 H -1.6904 -6.7848 -2.8080
49 C 3.1400 0.1620 -4.8299
50 O 2.0883 1.1515 -4.5349
51 C 0.9650 1.2676 -5.3684
52 O 0.8731 0.6171 -6.3557
53 O 0.0022 2.0507 -4.7824
54 C 0.2581 2.7596 -3.5136
55 H 2.8802 -0.8741 -4.6127
56 H 4.1555 0.4081 -4.5195
57 H 3.1014 0.0827 -5.9163
58 H -0.5148 3.5274 -3.4790
59 H 1.2595 3.1877 -3.5586
60 H 0.1565 2.0838 -2.6644
61 C 1.1176 -4.3103 2.8630
62 O 1.1938 -2.8943 2.6421
63 C 1.7288 -2.1125 3.6517
64 O 2.2810 -2.4787 4.6741
65 O 1.5696 -0.7710 3.2629
66 C 1.4999 0.0739 4.3597
67 H 0.7860 -4.7918 1.9430
68 H 0.4228 -4.4697 3.6876
69 H 2.0791 -4.8114 2.9750
70 H 1.8012 1.0826 4.0772
71 H 2.2846 -0.1883 5.0694
72 H 0.5650 0.1594 4.9137
73 C 5.5330 3.7573 0.6108
74 C 4.8257 2.4016 0.4477
75 O 5.1384 1.4722 1.2660
76 N 3.8392 2.2641 -0.4533
77 C 3.4026 0.8573 -0.7404
78 H 6.5621 3.5548 0.9076
79 H 5.2425 4.2814 1.5213
80 H 5.4092 4.3321 -0.3070
81 H 3.7449 2.8076 -1.2994
82 H 3.0525 0.4948 0.2261
83 H 4.1141 0.2101 -1.2532
84 H 2.5653 0.7189 -1.4245
85 O -0.6478 -0.3248 -1.9050
86 C -0.9779 0.0137 -0.7458
87 N -2.1091 0.6142 -0.4870
88 C 0.0207 0.0672 0.4074
89 H -2.0549 1.2839 0.2671
90 H -2.7415 0.7142 -1.2682
91 H 0.8708 -0.5333 0.0839
92 H -0.3772 -0.3704 1.3230
93 H 0.3204 1.1079 0.5313

Cartesian forces, eV/Å:
-0.92 1.47 0.47
0.73 -0.59 -1.08
-1.24 -1.96 -3.03
0.03 2.01 3.46
1.31 -0.06 0.82
0.93 0.57 0.02
0.20 0.16 0.42
0.92 -0.63 -0.09
0.65 -0.71 0.00
-1.33 -1.06 -0.34
-0.71 1.13 -0.13
-0.74 -0.17 -0.14
-0.13 -0.67 1.92
1.44 0.55 -0.59
0.80 0.70 3.33
-1.79 -0.83 -3.82
-0.31 -0.75 -1.02
-0.06 0.89 1.64
0.39 -0.05 -0.81
0.29 0.56 -0.47
0.14 0.41 -0.01
-0.46 -0.26 -0.10
0.46 -0.14 0.13
-0.84 -0.35 -0.44
1.29 0.47 -0.98
-0.94 -1.97 -0.73
1.46 -1.51 -1.77
-2.13 3.57 2.51
2.01 1.94 0.64
-0.23 -2.55 -0.48
0.00 0.06 0.54
-0.73 -0.26 -0.51
-0.97 0.19 0.37
-0.90 -0.48 -0.88
0.82 0.33 0.17
0.24 0.41 0.99
-0.84 1.26 -0.35
1.89 -1.14 0.74
-4.24 -0.68 -0.19
3.58 -1.57 0.51
1.58 2.89 -0.71
-2.16 -0.94 0.79
0.02 0.63 -0.03
0.07 -0.79 -0.02
-0.37 0.06 -0.13
0.01 -0.12 -0.04
-0.02 0.37 -0.10
0.45 0.02 -0.34
-1.69 -0.04 -2.41
0.40 0.11 0.92
0.69 -0.52 2.62
-0.64 0.57 -0.56
1.43 -0.61 -0.71
0.07 -0.57 -0.98
-0.33 0.22 1.07
-0.52 0.58 0.38
0.65 0.27 -0.24
0.21 -0.14 0.02
-0.15 0.15 0.12
-0.02 -0.06 -0.29
0.15 -0.50 -0.03
1.12 1.54 1.16
0.17 -0.65 -0.32
-1.34 0.53 -2.06
-0.55 -2.53 -0.29
1.52 1.50 1.71
-0.66 0.60 0.13
0.21 -0.38 -0.15
0.28 0.57 0.78
-0.28 -0.03 -0.58
-0.12 -0.27 0.24
-0.33 -0.49 -0.53
0.47 -0.97 0.67
-1.26 1.16 -0.70
-0.32 0.74 -0.81
1.36 -2.50 -0.24
-0.91 -0.51 0.52
0.32 -0.07 -0.79
-0.91 0.02 -0.20
0.15 0.00 0.24
0.44 1.04 0.39
0.27 -0.58 -0.06
0.83 0.34 0.68
-0.42 1.20 0.10
-0.41 -0.34 1.85
3.05 0.17 -2.22
-1.84 0.53 0.51
-0.06 -1.05 -0.69
-0.68 -0.17 -0.03
-0.04 0.34 0.19
0.08 0.08 0.19
0.03 0.33 0.07
-0.04 0.01 0.22

The calculation puts the orbital gap (spin up / spin down) at 7.32 / 2.83 eV. As for the lowest unoccupied orbital energy (spin up / spin down): -4.436 / -8.923 eV. Its charge is +1. The value obtained for the HOMO energy (spin up / spin down) is -11.8 / -11.8 eV. Its multiplicity is 2.

Atom charges from the Löwdin analysis, given in e for atoms 1 to 8: C -0.02; O 0.00; C -0.53; O 0.06; O 0.03; C -0.04; H 0.09; H 0.09

No. 2
C23H49AlN3OP4 as an isolated structure. Source: the Open Molecules 2025 dataset; level of theory: ωB97M-V/def2-TZVPD.

Positions of all 81 atoms, in Å:
1 Al -0.0735 -1.0965 -0.4828
2 P 1.3750 -1.0902 -2.3446
3 P -0.6424 1.7143 -1.5477
4 P 0.5071 -2.9182 1.0770
5 H -2.4687 -0.3305 -1.1072
6 C -2.2762 -0.8309 -0.1399
7 C -2.5024 -0.1552 1.0672
8 H -2.7040 0.9188 1.1146
9 C 0.6850 -1.5686 -3.9722
10 C 2.4043 0.3659 -2.7372
11 C 2.6681 -2.3378 -2.0113
12 C -2.0835 2.6310 -0.8588
13 C 0.4688 3.1846 -1.7172
14 C -1.2041 1.6339 -3.3060
15 C -0.4206 -2.7717 2.6499
16 C 2.2213 -3.1548 1.6968
17 C 0.0672 -4.6259 0.5817
18 H -2.6420 -1.8682 -0.1753
19 H -2.5098 -0.7284 1.9957
20 H 1.0437 -2.5793 -4.2270
21 H 1.0224 -0.8679 -4.7424
22 H -0.4121 -1.5795 -4.0002
23 H 3.3036 0.0242 -3.2660
24 H 2.7113 0.8697 -1.8121
25 H 1.8642 1.0826 -3.3697
26 H 3.3219 -2.4183 -2.8906
27 H 2.2275 -3.3159 -1.7794
28 H 3.2657 -2.0244 -1.1440
29 H -2.3730 3.4105 -1.5758
30 H -1.8192 3.1162 0.0886
31 H -2.9276 1.9537 -0.6947
32 H -0.0192 3.9209 -2.3705
33 H 1.4328 2.9008 -2.1565
34 H 0.6437 3.6603 -0.7429
35 H -1.7971 2.5310 -3.5237
36 H -1.8298 0.7463 -3.4632
37 H -0.3485 1.6007 -3.9928
38 H -0.3995 -3.7353 3.1769
39 H -1.4611 -2.4866 2.4533
40 H 0.0434 -2.0112 3.2900
41 H 2.4850 -4.2216 1.6914
42 H 2.3012 -2.7848 2.7292
43 H 2.9362 -2.6129 1.0680
44 H 0.1386 -5.2911 1.4505
45 H 0.7535 -4.9847 -0.1953
46 H -0.9512 -4.6713 0.1832
47 C -1.9682 -4.1156 -2.4012
48 C -1.8882 -4.3092 -3.7960
49 C -2.4032 -5.4834 -4.3439
50 C -3.0764 -6.4108 -3.5397
51 C -3.2096 -6.1715 -2.1794
52 C -2.6634 -5.0157 -1.5953
53 O -1.2713 -3.0799 -1.7744
54 H -1.1317 -2.3012 -2.3768
55 H -1.4011 -3.5670 -4.4368
56 H -2.2814 -5.7005 -5.4027
57 H -3.4723 -7.3196 -3.9888
58 H -3.7434 -6.8973 -1.5583
59 H -2.7898 -4.8450 -0.5244
60 C 2.1394 3.6371 2.4088
61 N 0.9373 3.0034 3.0009
62 C 1.3606 2.2137 4.1803
63 N 2.3641 1.1823 3.8171
64 C 3.5366 1.8376 3.2129
65 N 3.1624 2.6477 2.0197
66 C 2.7174 1.8001 0.9151
67 P 1.1729 0.7702 1.3128
68 C 0.1704 2.2092 2.0458
69 C 1.7968 0.1291 2.9773
70 H 2.5726 4.2990 3.1779
71 H 1.8638 4.2349 1.5286
72 H 0.4782 1.7193 4.6091
73 H 1.8246 2.9072 4.9035
74 H 4.2796 1.0852 2.9064
75 H 3.9792 2.5153 3.9645
76 H 2.5231 2.4225 0.0290
77 H 3.5248 1.1012 0.6470
78 H -0.7060 1.7688 2.5472
79 H -0.2045 2.8483 1.2306
80 H 2.5622 -0.6370 2.7874
81 H 0.9607 -0.3403 3.5172

Cartesian forces, eV/Å:
0.15 1.54 1.78
1.28 -0.57 -1.22
-0.22 1.04 -0.77
-0.12 -1.54 0.94
0.06 0.13 0.63
-1.34 0.51 0.82
0.46 -0.88 -1.68
0.40 -0.28 0.08
-0.32 -0.34 -0.08
-0.33 0.51 0.49
-0.16 -0.15 0.38
-0.06 -0.28 0.32
0.32 -0.22 0.19
0.00 -0.37 0.10
-0.22 0.56 -0.11
0.33 0.49 -0.20
-0.17 0.15 -0.57
0.78 0.02 0.30
-0.20 0.26 -0.16
-0.17 0.35 0.10
0.02 -0.09 0.18
0.28 0.10 -0.08
-0.28 -0.06 0.08
0.02 -0.07 -0.22
0.14 -0.26 0.19
-0.18 -0.02 0.23
0.08 0.15 -0.19
-0.06 -0.01 -0.28
0.03 -0.22 0.22
-0.17 -0.13 -0.22
-0.05 0.30 -0.13
0.09 -0.23 0.14
-0.22 0.23 0.12
0.01 -0.14 -0.25
0.17 -0.25 -0.06
0.05 0.20 -0.15
-0.22 -0.05 0.13
0.02 0.24 -0.22
0.17 -0.25 0.18
-0.23 -0.26 -0.16
-0.21 0.30 -0.09
-0.04 -0.11 -0.38
0.02 -0.17 0.23
0.11 0.27 -0.09
-0.17 0.07 0.12
0.34 0.00 0.13
-0.64 -1.25 -1.11
0.21 -0.01 0.67
-0.26 0.01 0.20
0.34 0.20 -0.10
-0.09 0.12 0.17
0.05 -0.06 -0.29
0.85 2.31 -0.05
-0.66 -1.61 0.01
-0.09 -0.35 0.22
-0.07 0.23 0.17
0.06 0.22 0.16
0.20 0.37 -0.17
0.03 -0.01 -0.33
-0.06 -0.27 0.11
0.30 -0.34 -0.19
0.25 -0.15 -0.55
-0.23 0.22 -0.18
-0.29 0.23 -0.28
-0.46 -0.54 0.26
0.41 0.02 -0.32
0.19 0.19 0.51
-0.22 0.02 -0.06
0.18 0.07 0.19
-0.17 -0.23 -0.41
0.01 -0.12 0.26
0.27 0.21 0.06
-0.33 -0.39 -0.24
-0.22 0.23 0.20
-0.15 -0.35 -0.38
-0.02 -0.13 0.27
-0.14 0.17 0.10
0.19 0.21 -0.01
0.27 -0.16 0.35
-0.16 0.23 0.11
0.26 0.20 -0.12

The calculation puts the orbital gap at 5.33 eV. For the energy above the lowest of the compared OMol25 structures with the same formula, charge and spin, the calculation gives 0.0 kcal/mol. As for the lowest unoccupied orbital energy: -10.769 eV. Its charge is +3. The value obtained for the HOMO energy is -16.1 eV. Its multiplicity is 1.

Atom charges from the Löwdin analysis, given in e for atoms 1 to 8: Al 0.24; P 0.77; P 0.78; P 0.81; H 0.06; C -0.18; C 0.14; H 0.08

No. 3
C23H49N3O18Zr2 as an isolated structure. Source: the Open Molecules 2025 dataset; level of theory: ωB97M-V/def2-TZVPD.

Positions of all 95 atoms, in Å:
1 Zr -15.8155 -18.6973 -14.1712
2 Zr -12.0646 -17.1778 -12.9530
3 O -13.9811 -18.7712 -15.2142
4 C -12.9288 -19.0538 -16.1013
5 C -11.5580 -18.6591 -15.5023
6 O -11.3741 -18.9171 -14.1012
7 H -12.9943 -18.4514 -17.0137
8 H -13.0443 -20.1025 -16.3792
9 H -11.4389 -17.5699 -15.4613
10 H -10.7461 -19.1734 -16.0164
11 O -15.9403 -16.6395 -14.5574
12 C -15.5438 -15.3134 -14.7787
13 C -14.0029 -15.0371 -14.9438
14 O -13.0738 -15.7610 -14.1784
15 H -15.9861 -14.6327 -14.0442
16 H -16.0279 -14.9377 -15.6864
17 H -13.8941 -13.9511 -14.9785
18 H -13.7618 -15.3723 -15.9587
19 C -12.7960 -11.6929 -12.1566
20 N -11.6321 -12.5215 -11.7075
21 O -11.4056 -13.6092 -12.2542
22 O -10.9088 -12.0596 -10.8570
23 H -12.5476 -10.8377 -12.7820
24 H -13.3247 -11.4038 -11.2519
25 H -13.4226 -12.3137 -12.7950
26 C -14.2929 -11.6565 -17.3073
27 N -13.6911 -11.1770 -16.0388
28 O -14.3834 -10.4961 -15.3158
29 O -12.5411 -11.4845 -15.7729
30 H -14.1122 -10.8876 -18.0543
31 H -15.2876 -12.0435 -17.1148
32 H -13.6872 -12.5159 -17.6016
33 C -18.5721 -12.7672 -12.6540
34 N -17.8505 -13.4437 -11.5355
35 O -17.0859 -12.7243 -10.9288
36 O -18.1355 -14.5967 -11.2965
37 H -19.6209 -12.7545 -12.3497
38 H -18.4456 -13.2739 -13.6050
39 H -18.3571 -11.7025 -12.6825
40 O -10.1216 -16.0557 -13.5380
41 C -9.4689 -15.1107 -14.0387
42 O -8.6707 -14.3578 -13.3419
43 C -8.3312 -14.6725 -11.9928
44 C -7.3430 -15.7676 -11.7377
45 C -9.8357 -14.4814 -15.3225
46 H -9.2437 -14.9526 -11.4552
47 H -8.0105 -13.7050 -11.6113
48 H -6.8912 -15.5942 -10.7612
49 H -6.6085 -15.8619 -12.5423
50 H -7.6415 -16.8193 -11.6659
51 H -10.9134 -14.4171 -15.4663
52 H -9.3663 -15.0057 -16.1634
53 H -9.4468 -13.4855 -15.5343
54 O -16.5809 -18.8082 -16.4091
55 C -16.7315 -19.0343 -17.6184
56 O -16.5917 -18.1148 -18.5643
57 C -16.0369 -16.8736 -18.1470
58 C -15.6814 -16.1165 -19.4018
59 C -17.2859 -20.3487 -18.0978
60 H -15.1570 -16.9708 -17.5023
61 H -16.7284 -16.2308 -17.5913
62 H -15.1282 -15.2009 -19.1966
63 H -16.5453 -15.7535 -19.9669
64 H -15.2667 -16.7938 -20.1505
65 H -17.3669 -20.3506 -19.1798
66 H -18.2282 -20.5478 -17.5828
67 H -16.6665 -21.1544 -17.6957
68 O -11.3636 -15.1244 -20.5797
69 C -11.1494 -15.2375 -19.4016
70 O -10.7457 -14.2680 -18.5937
71 C -10.3399 -12.9693 -19.1113
72 C -8.8115 -13.0035 -19.1168
73 C -11.4719 -16.5031 -18.6571
74 H -10.7698 -12.2399 -18.4284
75 H -10.7704 -12.8729 -20.1070
76 H -8.4052 -13.6417 -19.9001
77 H -8.5096 -13.4578 -18.1722
78 H -8.3991 -12.0024 -19.2297
79 H -12.2531 -17.0963 -19.1298
80 H -11.9298 -16.2242 -17.7013
81 H -10.5696 -17.0928 -18.4944
82 O -12.8431 -15.7316 -11.3222
83 C -13.3232 -15.1924 -10.3016
84 O -12.6979 -14.9466 -9.1869
85 C -11.2764 -15.2524 -9.1249
86 C -10.7850 -14.8079 -7.7833
87 C -14.6570 -14.5370 -10.3050
88 H -10.7960 -14.8216 -10.0069
89 H -11.1782 -16.3344 -9.2762
90 H -10.8134 -13.7207 -7.6586
91 H -9.8117 -15.1492 -7.4449
92 H -11.5421 -15.0148 -7.0211
93 H -15.3586 -15.2803 -9.9046
94 H -14.9814 -14.1969 -11.2842
95 H -14.7680 -13.7385 -9.5742

Cartesian forces, eV/Å:
3.39 6.00 -8.82
2.24 4.60 -5.00
-4.53 0.19 4.01
0.64 -0.39 -0.31
0.19 0.39 1.54
-2.50 2.42 2.84
-0.37 0.09 0.06
0.50 -0.06 0.13
-0.01 0.12 -1.68
-0.09 0.24 -0.34
0.19 -5.26 2.29
0.66 1.23 0.24
-0.57 -1.42 -1.82
1.10 -3.20 3.22
0.07 -0.57 0.64
0.22 -0.39 -0.33
0.41 0.03 0.73
-0.14 0.22 -0.23
-0.84 -0.64 -0.17
1.20 0.67 -0.35
-0.62 0.29 -0.02
-0.58 -0.24 -0.17
0.72 0.06 0.39
0.07 0.24 -0.07
0.05 -0.20 0.22
1.18 -1.14 -0.19
-0.18 0.42 0.71
-0.18 -0.14 -0.06
0.08 -0.39 -0.24
-0.72 0.14 0.02
-0.31 0.88 -0.17
0.14 0.13 -0.07
-1.24 0.63 0.32
-0.55 1.40 -0.82
0.46 -0.75 0.44
0.59 -0.35 0.08
-0.06 -0.57 -0.22
0.06 -0.16 0.15
0.78 -0.20 -0.06
-1.86 -2.57 1.19
-0.73 3.43 0.94
-0.03 -1.70 -1.34
-0.82 -0.24 1.82
1.17 -1.00 -0.59
0.43 -0.15 -1.78
-0.16 0.44 -0.26
0.21 -0.19 0.01
0.41 0.29 -0.26
0.45 0.65 0.37
-1.09 0.29 -0.08
-0.01 -0.44 0.09
-0.44 -0.52 0.02
0.18 0.10 0.97
1.08 0.42 3.60
-1.76 -0.56 -2.58
0.15 -1.68 2.43
0.46 2.40 -0.35
-0.66 0.02 -1.10
0.57 0.36 0.55
0.00 -0.66 -0.14
-0.49 -0.70 0.12
0.53 -0.36 -0.03
-0.42 -0.10 0.54
0.89 0.26 0.28
-0.09 -0.25 0.06
-0.28 0.38 -0.30
0.32 -0.01 -0.42
0.36 0.11 0.25
-1.07 0.06 -1.38
-0.10 -0.09 1.15
0.60 -0.72 -0.71
-0.47 0.17 0.11
-0.43 -0.14 0.92
0.13 0.02 0.03
0.05 0.20 0.03
-0.22 0.07 -0.17
0.26 0.33 0.11
0.09 -0.05 0.09
0.39 0.05 -0.67
0.43 0.07 0.34
-0.07 -0.07 0.03
0.99 -2.97 -0.99
-0.39 2.57 1.56
0.01 -0.61 -1.63
0.83 -1.00 -0.16
-0.84 1.29 1.07
-0.79 -0.74 0.31
-0.09 0.51 0.27
-0.06 -0.08 0.36
0.47 0.11 -0.70
-0.03 -0.31 -0.35
0.19 -0.89 -0.04
-0.25 -0.03 -0.34
0.09 -0.20 -0.05
0.48 0.12 -0.09

The calculation puts the orbital gap at 2.98 eV. As for the lowest unoccupied orbital energy: -15.120 eV. Its charge is +4. The value obtained for the HOMO energy is -18.1 eV. Its multiplicity is 1.

Atom charges from the Löwdin analysis, given in e for atoms 1 to 8: Zr 2.21; Zr 2.16; O -0.39; C -0.19; C -0.24; O -0.35; H 0.12; H 0.15

Number 1: E_tot -2519.0538 Eh, F_max 0.0944 Eh/bohr. Number 2: E_tot -2752.1585 Eh, F_max 0.0478 Eh/bohr. Number 3: E_tot -2516.6274 Eh, F_max 0.2177 Eh/bohr.